Entry 1:
Here is a molecular structure, C14H11Cl36N4O3S from the OMol25 dataset. Energies are from ωB97M-V/def2-TZVPD.

```
69
C14H11Cl36N4O3S (ωB97M-V/def2-TZVPD)
N -3.59958 -1.24651 3.20370
C -3.63246 -1.50445 1.89210
N -3.74180 -2.76840 1.33694
C -3.77033 -2.55185 0.02491
N -3.70003 -1.24130 -0.29203
N -3.60972 -0.61317 0.89322
C -3.53733 0.86992 0.92179
C -4.97720 1.38050 0.52600
C -6.06144 0.96260 1.58101
S -7.61362 0.39844 0.81678
O -7.76985 0.90635 -0.52390
O -8.67677 0.88268 1.66360
O -7.55000 -1.23065 0.87943
H -3.05439 -0.49850 3.61013
H -4.18027 -1.82845 3.79566
H -3.87721 -3.30615 -0.76530
H -3.71804 -0.76815 -1.19127
H -2.74969 1.25449 0.20972
H -3.31302 1.21475 1.95477
H -4.98220 2.47689 0.38538
H -5.24319 0.92675 -0.45646
H -5.73192 0.14681 2.25837
H -6.22170 1.84681 2.23357
H -8.44397 -1.56788 0.67069
C 0.47781 -0.99703 2.54431
Cl -0.97657 -1.82371 1.94453
Cl 0.01754 0.59141 3.19358
Cl 1.21471 -1.96486 3.82588
Cl 1.62691 -0.77990 1.22170
C -2.39290 3.51340 -2.14505
Cl -1.81937 2.62150 -0.71293
Cl -1.30895 3.19306 -3.50087
Cl -4.03154 2.96997 -2.55032
Cl -2.41520 5.24188 -1.79027
C -8.09262 4.66987 -3.57119
Cl -9.38355 3.52355 -3.18597
Cl -6.51772 3.92985 -3.20816
Cl -8.16232 5.08796 -5.28846
Cl -8.28867 6.13316 -2.59642
C 5.24121 1.42941 0.69323
Cl 4.35060 0.18770 -0.20973
Cl 5.84264 2.65835 -0.42625
Cl 4.15965 2.18602 1.87710
Cl 6.60328 0.67665 1.53079
C 6.65063 1.92375 -4.55675
Cl 7.78100 0.63153 -4.98617
Cl 5.27816 1.23773 -3.66930
Cl 7.47576 3.11671 -3.53845
Cl 6.06662 2.71167 -6.03041
C 4.22678 -4.07770 0.21755
Cl 5.04522 -5.46808 0.93842
Cl 5.42751 -2.88522 -0.30182
Cl 3.27666 -4.60713 -1.18093
Cl 3.14819 -3.34108 1.41965
C 1.73017 0.59170 -5.25295
Cl 2.36581 0.64604 -3.59857
Cl 0.73894 -0.86272 -5.45485
Cl 0.73428 2.02823 -5.54981
Cl 3.06915 0.55599 -6.40336
C 10.64982 0.66948 1.92884
Cl 11.87281 -0.48648 1.38319
Cl 9.37588 -0.19439 2.81241
Cl 11.39942 1.86351 2.99745
Cl 9.94642 1.49080 0.52645
C 5.47063 -6.54696 5.00611
Cl 7.19939 -6.17274 5.06053
Cl 4.81733 -6.56504 6.65201
Cl 4.63154 -5.31525 4.04820
Cl 5.23268 -8.13410 4.25825
```

Orbital gap = 0.344 Eh
Charge = +1
Lowest unoccupied orbital energy = -3.064 eV

Entry 2:
Here is C2H3NO3 in the gas phase from the OMol25 dataset. Energies are from ωB97M-V/def2-TZVPD.

```
9
C2H3NO3 (ωB97M-V/def2-TZVPD)
C -1.15077 0.04756 -0.09681
C 0.83220 -0.76851 0.07464
H -0.54474 1.98394 -0.28281
H 1.69945 -1.33452 -0.51183
H 0.89886 -0.71283 1.11000
N -0.16212 1.04899 0.14611
O -2.38372 0.00277 -0.06193
O 1.15989 0.69625 -0.22454
O -0.34905 -0.96365 -0.15284
```

Orbital gap = 0.390 Eh
Charge = 0
SMILES = O=C1NOCO1
Lowest unoccupied orbital energy = 0.727 eV

Entry 3:
Here is C21H21N5O3S2 in the gas phase from the OMol25 dataset. Energies are from ωB97M-V/def2-TZVPD.

```
52
C21H21N5O3S2 (ωB97M-V/def2-TZVPD)
C 7.82436 -1.91731 -2.07142
H 8.76250 -2.43833 -1.88711
O 7.35096 -1.52759 -0.80437
C 6.17851 -0.84601 -0.72805
C 5.77154 -0.47662 0.55607
C 4.59376 0.20836 0.75201
C 3.78278 0.54366 -0.33256
C 4.20325 0.19355 -1.61358
C 5.38262 -0.49599 -1.81557
H 5.67162 -0.75377 -2.82199
H 3.58582 0.47392 -2.45197
C 2.53953 1.28221 -0.20676
N 2.11559 2.12124 -1.12144
N 0.95160 2.64012 -0.72891
C 0.65839 2.10239 0.42255
N 1.63096 1.23269 0.82531
C 1.54145 0.35662 1.95874
H 2.38662 0.50486 2.63509
C 1.48419 -1.13163 1.54227
C 0.27506 -1.44490 0.66022
H 0.46365 -2.35755 0.09529
C -0.81701 -1.68506 1.70072
H -1.27527 -0.74134 1.99979
H -1.59908 -2.34636 1.33642
C -0.03072 -2.29875 2.86379
H -0.38080 -1.94732 3.83979
H -0.08301 -3.39348 2.84896
O 1.33478 -1.92866 2.70002
H 0.02508 -0.65148 -0.04013
H 2.43338 -1.40564 1.06879
H 0.62875 0.61371 2.50263
S -0.77442 2.45281 1.35184
C -1.89889 2.74743 -0.06696
C -2.44748 1.45201 -0.50171
N -1.79723 0.44150 -0.98332
N -2.67799 -0.55195 -1.17633
C -3.84239 -0.10435 -0.80074
C -5.07483 -0.81827 -0.81991
C -5.27200 -2.10645 -1.24814
C -6.61225 -2.50968 -1.12768
C -7.41022 -1.53298 -0.61406
S -6.54762 -0.09404 -0.26372
H -8.46340 -1.57268 -0.41853
H -6.97153 -3.48265 -1.40949
H -4.47245 -2.71355 -1.62911
O -3.76268 1.17331 -0.35549
H -2.69408 3.40694 0.27339
H -1.28220 3.20945 -0.83750
H 4.32386 0.50341 1.75351
H 6.40543 -0.73817 1.38840
H 7.12556 -2.59655 -2.56996
H 8.01183 -1.05126 -2.71394
```

Orbital gap = 0.294 Eh
Charge = 0
SMILES = COc1ccc(-c2nnc(SCc3nnc(-c4cccs4)o3)n2C[C@@H]2CCCO2)cc1
Lowest unoccupied orbital energy = 0.066 eV

Entry 4:
Here is 2 unconnected molecules or ions with the total composition C4H9NO from the OMol25 dataset. Energies are from ωB97M-V/def2-TZVPD.

```
15
C4H9NO (ωB97M-V/def2-TZVPD)
C -1.42058 -0.90772 0.41784
N -0.59448 -0.02366 -0.42237
C -0.90097 1.27105 -0.40911
C 0.40149 -0.61500 -1.08299
C 1.99778 0.44830 0.81781
O 3.15873 0.12142 0.77576
H -2.14945 -1.41849 -0.21521
H -1.92838 -0.31596 1.17972
H -0.77319 -1.64138 0.90156
H -1.76540 1.59800 0.14936
H 1.57731 1.29115 0.23259
H -0.38050 1.92971 -1.09248
H 0.96343 -0.03977 -1.80572
H 0.54099 -1.67916 -0.96678
H 1.27322 -0.01848 1.52002
```

Orbital gap = 0.296 Eh
Charge = 0
Lowest unoccupied orbital energy = 0.789 eV

Entry 5:
Here is a molecular structure, C28H43CsF2N4O2PTe from the OMol25 dataset. Energies are from ωB97M-V/def2-TZVPD.

```
82
C28H43CsF2N4O2PTe (ωB97M-V/def2-TZVPD)
Cs 0.50696 0.04513 -0.18485
C 3.81579 -1.89949 -0.39637
O 3.38350 -0.76789 -1.16318
H 4.65313 -1.63607 0.25390
H 4.11341 -2.72354 -1.05024
H 2.96940 -2.21738 0.20639
H 4.10379 -0.48630 -1.72812
F -2.70370 2.35923 0.44774
C -1.34247 2.67078 0.04607
F -1.33817 1.98476 -1.29820
H -1.47419 3.70936 -0.30442
C -5.44991 0.25408 -0.84838
N -4.38327 -0.75658 -1.25022
C -4.85547 -2.16559 -0.91887
N -5.24738 -2.27551 0.44105
C -6.26911 -1.28281 0.74662
N -5.82536 0.08415 0.51706
C -4.74427 0.47362 1.44899
P -3.19168 -0.53982 1.27152
C -3.08096 -0.45670 -0.57597
C -4.08429 -2.17444 1.33767
H -6.30302 0.07835 -1.50906
H -5.02848 1.24471 -1.02225
H -4.23559 -0.73765 -2.25963
H -4.02511 -2.83110 -1.15570
H -5.70130 -2.35985 -1.58079
H -6.56294 -1.38429 1.79029
H -7.14143 -1.47708 0.11536
H -5.11840 0.35025 2.46821
H -4.51455 1.52269 1.30561
H -2.38313 -1.23894 -0.87827
H -2.75473 0.53007 -0.89879
H -4.42608 -2.34236 2.36073
H -3.38552 -2.96832 1.06704
C -0.78311 -3.12127 2.51014
C -0.33500 -2.81580 1.08167
O 0.89115 -2.52501 0.91862
N -1.25458 -2.83166 0.16118
Te 0.22234 -3.17618 -2.36553
C 1.03059 -4.72721 -3.55092
C 0.81844 -4.84048 -4.93057
C 0.10024 -3.78399 -5.72427
C 1.29991 -5.95875 -5.60339
C 2.00951 -6.95717 -4.95394
C 2.51074 -8.17055 -5.68876
C 2.25609 -6.80062 -3.59798
C 1.78624 -5.70626 -2.88268
C 2.10805 -5.66032 -1.40474
C -1.79242 -3.40277 -3.01596
C -2.45423 -2.38196 -3.71068
C -1.79426 -1.05864 -4.01876
C -3.75756 -2.59747 -4.16355
C -4.42127 -3.79578 -3.94626
C -5.82103 -4.01549 -4.45406
C -3.76161 -4.77926 -3.21934
C -2.46969 -4.59761 -2.73270
C -1.84430 -5.68824 -1.90714
H -1.69873 -3.71175 2.56108
H -0.92550 -2.17772 3.03966
H 0.02626 -3.66720 2.99328
H 0.40686 -2.78668 -5.40324
H -0.98182 -3.84905 -5.59445
H 0.31695 -3.88745 -6.78726
H 1.12768 -6.04096 -6.67122
H 2.37277 -8.06910 -6.76445
H 1.97821 -9.06747 -5.36684
H 3.57138 -8.33719 -5.49697
H 2.83571 -7.55388 -3.07393
H 1.37507 -6.23861 -0.83581
H 2.11299 -4.65999 -0.97674
H 3.08635 -6.10822 -1.22733
H -1.06517 -1.16117 -4.82204
H -1.24970 -0.69113 -3.14914
H -2.52530 -0.30642 -4.32087
H -4.24537 -1.81757 -4.74530
H -6.15878 -3.17959 -5.06594
H -6.53060 -4.13994 -3.63214
H -5.87911 -4.91955 -5.06053
H -4.26723 -5.71575 -3.00983
H -2.58786 -6.43485 -1.62909
H -1.40970 -5.26140 -1.00145
H -1.04828 -6.19225 -2.45936
```

Multiplicity = 2
Orbital gap = 0.240 Eh
Charge = 0
Lowest unoccupied orbital energy = 0.067 eV
Expectation value of S² = 0.759